ORCA calculation (the ωB97M-V functional and the def2-TZVPD basis) on the ion C7H11N4O2 with charge +1 in a non-equilibrium geometry.

The geometry in ORCA input format:
```
! RIJCOSX wB97M-V def2-TZVPD def2/J DEFGRID3
* xyz 1 1
C 1.20225 -1.04182 0.71198
H -2.35406 3.61488 -1.11688
H -0.94452 4.61039 -1.49591
H -1.37535 -4.52268 -0.58572
H -1.66212 -2.96827 -1.23056
N 0.05103 -1.76987 0.33779
C -0.46286 2.72249 -0.60701
O 3.10373 0.41593 2.62707
H 2.38650 -2.47886 1.62628
C 0.94917 0.32904 0.43355
H -1.79459 -1.01511 -0.20770
C 2.75712 -0.69104 2.47877
H -1.33833 3.21697 -2.50748
N -1.28206 -3.52598 -0.47936
N 2.22569 -1.48265 1.53890
C -1.33386 3.59786 -1.48987
N -0.79601 -0.86856 -0.28762
H 1.63328 1.11835 0.66243
C -0.19567 -3.07559 0.19036
H 0.56370 2.68625 -0.98606
C -0.28031 0.41552 -0.14906
H -0.45034 3.09089 0.42530
O -1.01991 1.40022 -0.61837
H 0.41752 -3.77837 0.72917
*
```

Results
DFT total energy   -17482.5482 eV
F_max   2.70 eV/A
Energy relative to the best compared isomer or geometry (same formula, charge and spin)   343.1 kJ/mol